A 14-piece molecular cluster, C56H154N14O14 overall in a non-equilibrium geometry, computed with ωB97M-V/def2-TZVPD.

Summary:
HOMO-LUMO gap (alpha / beta) in eV: 1.630 / 8.958
Strongest force on any atom in eV/A: 3.07
ΔE to the lowest compared entry with this formula, charge and spin in eV: 4.208
DFT total energy in eV: -110080.7178

ORCA input file:
```
! wB97M-V def2-TZVPD RIJCOSX def2/J DEFGRID3
* xyz -1 2
C -10.26 -2.53 -14.27
C -10.09 -3.97 -14.80
C -10.71 -4.09 -16.27
O -10.73 -5.47 -16.63
C -10.99 -5.69 -18.03
N -8.67 -4.34 -14.77
H -11.30 -2.25 -14.10
H -9.73 -1.89 -14.97
H -9.63 -2.45 -13.38
H -10.59 -4.56 -14.04
H -10.16 -3.56 -17.05
H -11.73 -3.72 -16.34
H -10.18 -5.22 -18.59
H -11.95 -5.32 -18.39
H -10.95 -6.77 -18.19
H -8.33 -4.93 -15.52
H -8.56 -4.85 -13.91
C -4.57 -4.74 -25.84
C -4.95 -6.11 -25.29
C -6.35 -6.19 -24.69
O -6.58 -5.28 -23.57
C -7.91 -5.26 -23.05
N -4.77 -7.13 -26.31
H -5.10 -4.64 -26.79
H -3.49 -4.62 -25.90
H -5.06 -3.99 -25.22
H -4.17 -6.31 -24.56
H -6.50 -7.16 -24.20
H -7.03 -6.11 -25.54
H -8.05 -6.12 -22.40
H -8.65 -5.24 -23.84
H -8.15 -4.48 -22.33
H -4.82 -8.05 -25.89
H -5.57 -6.91 -26.90
C -7.41 -0.39 -23.89
C -8.35 -0.62 -22.73
C -7.63 -1.17 -21.44
O -8.67 -1.33 -20.35
C -8.18 -2.09 -19.27
N -8.92 0.68 -22.44
H -7.19 -1.32 -24.42
H -6.40 -0.10 -23.60
H -7.81 0.37 -24.55
H -9.08 -1.30 -23.16
H -6.78 -0.61 -21.05
H -7.25 -2.15 -21.74
H -8.07 -3.09 -19.67
H -8.82 -1.94 -18.40
H -7.21 -1.69 -18.95
H -9.49 0.74 -21.61
H -9.54 0.96 -23.19
C -4.93 3.68 -21.55
C -6.44 3.78 -21.47
C -7.10 3.71 -22.80
O -6.77 4.84 -23.57
C -7.04 4.66 -24.97
N -6.83 2.58 -20.64
H -4.41 4.49 -21.03
H -4.56 3.52 -22.56
H -4.60 2.82 -20.98
H -6.63 4.71 -20.94
H -8.17 3.56 -22.62
H -6.84 2.77 -23.28
H -8.03 4.20 -24.93
H -6.25 3.95 -25.22
H -7.12 5.57 -25.56
H -7.55 2.09 -21.14
H -6.11 1.91 -20.85
C -10.02 1.04 -18.54
C -10.42 1.45 -17.13
C -9.48 2.36 -16.34
O -10.00 2.59 -15.05
C -9.32 1.95 -14.00
N -11.77 1.97 -17.09
H -10.57 0.16 -18.89
H -8.94 1.08 -18.49
H -10.32 1.83 -19.23
H -10.38 0.56 -16.49
H -9.46 3.35 -16.78
H -8.46 1.98 -16.43
H -8.25 2.13 -13.96
H -9.48 0.88 -14.16
H -9.83 2.17 -13.06
H -11.68 2.75 -16.44
H -12.46 1.35 -16.69
C -6.26 -1.13 -15.72
C -4.92 -1.42 -15.09
C -4.41 -0.31 -14.07
O -4.25 0.96 -14.69
C -3.94 1.98 -13.75
N -5.05 -2.76 -14.50
H -6.37 -1.69 -16.65
H -6.36 -0.06 -15.94
H -7.09 -1.36 -15.05
H -4.22 -1.53 -15.92
H -3.52 -0.60 -13.51
H -5.23 -0.12 -13.37
H -3.80 2.93 -14.26
H -2.91 1.80 -13.43
H -4.68 2.12 -12.96
H -4.37 -2.98 -13.79
H -5.97 -2.81 -14.08
C -3.53 -0.86 -23.39
C -2.68 -2.04 -23.62
C -2.14 -2.08 -25.09
O -1.21 -1.11 -25.35
C -0.90 -0.99 -26.75
N -1.71 -1.92 -22.62
H -4.46 -0.99 -23.94
H -3.03 0.09 -23.59
H -3.98 -0.81 -22.40
H -3.19 -3.00 -23.49
H -2.94 -2.10 -25.83
H -1.67 -3.06 -25.22
H -0.03 -1.61 -26.96
H -0.58 0.05 -26.74
H -1.76 -1.10 -27.42
H -0.78 -2.27 -22.79
H -1.56 -0.92 -22.58
C -14.28 -5.02 -27.73
C -13.60 -3.79 -28.37
C -12.23 -3.39 -27.89
O -12.17 -3.26 -26.48
C -10.77 -3.17 -26.03
N -13.73 -4.04 -29.77
H -13.79 -5.94 -28.07
H -15.30 -5.11 -28.09
H -14.20 -4.91 -26.65
H -14.33 -3.01 -28.17
H -11.98 -2.39 -28.26
H -11.60 -4.23 -28.18
H -10.68 -2.95 -24.97
H -10.33 -2.34 -26.58
H -10.23 -4.09 -26.24
H -14.33 -4.84 -29.62
H -12.83 -4.36 -30.10
C -2.91 -5.10 -21.39
C -3.88 -4.20 -20.59
C -3.11 -3.21 -19.58
O -2.06 -3.93 -18.89
C -2.54 -4.82 -17.92
N -4.91 -3.52 -21.48
H -1.95 -4.68 -21.68
H -3.44 -5.28 -22.33
H -2.75 -6.03 -20.85
H -4.54 -4.84 -20.01
H -3.85 -2.92 -18.83
H -2.57 -2.41 -20.09
H -3.22 -4.45 -17.15
H -1.63 -5.11 -17.39
H -2.79 -5.71 -18.50
H -5.43 -3.97 -22.22
H -4.35 -2.86 -22.00
C -14.03 5.92 -25.82
C -13.93 6.10 -24.31
C -12.42 6.07 -23.97
O -11.76 4.85 -24.18
C -10.54 4.68 -23.50
N -14.50 7.43 -24.16
H -13.28 6.48 -26.37
H -14.92 6.27 -26.33
H -13.96 4.90 -26.19
H -14.53 5.33 -23.83
H -12.34 6.17 -22.89
H -11.86 6.86 -24.48
H -10.32 3.63 -23.72
H -10.54 4.79 -22.42
H -9.75 5.28 -23.97
H -15.01 7.42 -23.28
H -13.85 8.15 -23.91
C -6.71 -5.89 -18.46
C -6.83 -7.46 -18.59
C -5.66 -8.14 -19.33
O -5.84 -9.57 -19.31
C -4.67 -10.37 -19.49
N -6.78 -7.99 -17.19
H -7.49 -5.24 -18.06
H -6.53 -5.46 -19.44
H -5.81 -5.51 -17.96
H -7.71 -7.74 -19.16
H -4.76 -7.88 -18.78
H -5.66 -7.74 -20.35
H -4.13 -10.36 -18.54
H -4.16 -10.17 -20.43
H -4.81 -11.45 -19.54
H -5.90 -7.71 -16.78
H -6.82 -8.99 -17.31
C -14.09 1.05 -21.54
C -12.87 1.70 -22.15
C -12.60 1.14 -23.56
O -11.38 1.56 -24.17
C -11.18 1.11 -25.48
N -13.11 3.18 -22.29
H -14.17 -0.03 -21.51
H -14.88 1.40 -22.21
H -14.40 1.34 -20.53
H -12.00 1.49 -21.52
H -13.48 1.30 -24.19
H -12.55 0.08 -23.35
H -10.84 0.08 -25.51
H -10.29 1.53 -25.95
H -12.01 1.31 -26.15
H -13.21 3.72 -21.45
H -12.55 3.70 -22.96
C -7.18 -2.55 -27.75
C -7.30 -1.21 -28.54
C -8.66 -1.08 -29.23
O -8.77 0.21 -29.77
C -9.91 0.54 -30.58
N -7.18 -0.27 -27.47
H -8.07 -2.71 -27.15
H -6.28 -2.56 -27.15
H -7.15 -3.48 -28.32
H -6.56 -1.05 -29.32
H -9.52 -1.35 -28.61
H -8.64 -1.77 -30.07
H -10.85 0.58 -30.04
H -9.93 0.00 -31.53
H -9.70 1.58 -30.81
H -8.08 -0.31 -27.00
H -7.12 0.61 -27.97
C -14.25 -4.28 -23.17
C -13.77 -2.80 -23.20
C -12.36 -2.63 -22.49
O -12.66 -2.86 -21.10
C -11.51 -2.71 -20.28
N -13.64 -2.23 -24.57
H -13.43 -4.79 -23.68
H -15.18 -4.45 -23.71
H -14.33 -4.69 -22.17
H -14.53 -2.14 -22.79
H -11.83 -1.69 -22.60
H -11.68 -3.43 -22.78
H -11.02 -1.76 -20.50
H -10.85 -3.57 -20.38
H -11.82 -2.75 -19.23
H -14.48 -2.61 -24.99
H -12.94 -2.77 -25.05
*
```

=====

C56H44AlIO2P2S4Se as an isolated structure in a non-equilibrium geometry, computed with ωB97M-V/def2-TZVPD.

Summary:
HOMO-LUMO gap (alpha / beta) in eV: 6.544 / 6.543
Strongest force on any atom in eV/A: 4.37
DFT total energy in eV: -204838.6917

ORCA input file:
```
! wB97M-V def2-TZVPD RIJCOSX def2/J DEFGRID3
* xyz 0 1
Al -0.11 -0.82 -0.79
O -1.04 3.56 2.24
S -1.49 2.34 1.52
C -2.85 2.99 0.55
C -3.94 3.53 1.24
C -4.92 4.25 0.55
C -4.78 4.45 -0.80
C -3.76 3.84 -1.52
C -2.81 3.06 -0.85
P -1.57 2.10 -1.68
C -0.15 3.26 -1.79
C -0.10 4.50 -1.15
C 1.11 5.18 -1.21
C 2.24 4.69 -1.87
C 2.15 3.45 -2.50
C 0.93 2.75 -2.49
C -2.19 2.10 -3.42
C -3.40 1.40 -3.60
C -3.78 1.03 -4.88
C -3.01 1.37 -6.03
C -1.89 2.16 -5.81
C -1.53 2.61 -4.54
C -2.08 1.23 2.88
C -2.47 1.82 4.09
C -3.04 1.05 5.11
C -3.17 -0.32 4.98
C -2.74 -0.92 3.79
C -2.06 -0.17 2.80
P -1.38 -1.21 1.46
C -0.44 -2.59 2.15
C -0.32 -3.77 1.39
C 0.40 -4.84 1.94
C 0.94 -4.76 3.25
C 0.77 -3.60 4.00
C 0.11 -2.50 3.44
C -3.03 -1.85 0.90
C -3.38 -3.21 0.95
C -4.62 -3.62 0.52
C -5.59 -2.68 0.11
C -5.28 -1.33 0.18
C -4.03 -0.91 0.64
H -3.96 3.41 2.32
H -5.78 4.67 1.09
H -5.49 5.07 -1.36
H -3.66 3.93 -2.60
H -0.96 4.90 -0.59
H 1.17 6.18 -0.72
H 3.13 5.32 -1.90
H 2.99 2.97 -2.99
H 0.83 1.81 -3.03
H -3.99 1.13 -2.75
H -4.65 0.39 -5.01
H -3.28 1.12 -7.05
H -1.27 2.39 -6.70
H -0.73 3.36 -4.44
H -2.35 2.89 4.20
H -3.35 1.58 6.03
H -3.65 -0.94 5.75
H -2.80 -1.99 3.59
H -0.74 -3.83 0.41
H 0.63 -5.67 1.28
H 1.52 -5.64 3.61
H 1.13 -3.55 5.03
H 0.05 -1.54 3.99
H -2.67 -3.96 1.29
H -4.78 -4.70 0.48
H -6.54 -3.01 -0.23
H -5.97 -0.60 -0.21
H -3.84 0.15 0.85
I -1.60 -3.27 -2.33
C -1.57 -1.13 -2.06
H -2.59 -0.83 -1.85
H -1.34 -0.68 -3.06
O 1.30 -1.42 -1.60
C 2.72 -1.43 -1.43
C 3.18 -2.82 -1.76
C 4.40 -3.32 -1.34
C 4.55 -4.70 -1.64
C 3.40 -5.19 -2.27
S 2.14 -4.01 -2.45
C 3.25 -0.93 -0.06
C 3.30 -1.76 1.01
C 3.68 -1.13 2.26
C 4.03 0.85 1.69
S 3.71 0.75 -0.13
C 3.37 -0.61 -2.57
C 2.89 -0.53 -3.86
C 3.92 -0.17 -4.76
C 5.07 0.16 -4.11
S 4.99 -0.02 -2.43
H 5.11 -2.71 -0.78
H 5.43 -5.29 -1.47
H 3.27 -6.18 -2.65
H 2.95 -2.81 0.87
H 3.60 -1.80 3.14
H 4.24 1.88 1.96
H 1.87 -0.79 -4.13
H 3.78 -0.27 -5.82
H 5.98 0.50 -4.56
Se 0.69 0.26 1.28
C 2.90 0.20 2.40
C 4.95 -0.31 2.12
C 5.64 -0.02 3.42
C 4.97 0.47 4.51
C 3.62 0.83 4.69
C 2.61 0.73 3.71
H 5.67 -0.63 1.34
H 6.74 -0.20 3.54
H 5.55 0.55 5.45
H 3.35 1.28 5.67
H 1.59 1.02 3.99
*
```

=====

C56H44Br2N3O2S3V as an isolated structure in a non-equilibrium geometry, computed with ωB97M-V/def2-TZVPD.

Summary:
HOMO-LUMO gap (alpha / beta) in eV: 7.354 / 4.785
Strongest force on any atom in eV/A: 2.39
DFT total energy in eV: -265623.9893

ORCA input file:
```
! wB97M-V def2-TZVPD RIJCOSX def2/J DEFGRID3
* xyz 1 2
V -1.87 -0.90 -0.42
C 1.67 -2.09 6.50
C 1.43 -1.47 5.17
C 0.94 -0.16 5.09
C 0.67 0.42 3.87
C 0.89 -0.30 2.70
C 1.37 -1.60 2.76
C 1.63 -2.18 3.99
S 0.63 0.58 1.15
O 0.26 -0.42 0.11
C 2.36 1.09 0.92
C 3.46 0.68 1.68
C 4.61 1.43 1.65
C 4.67 2.64 0.92
C 5.77 3.51 1.04
C 5.79 4.70 0.36
C 4.74 5.04 -0.51
C 3.66 4.21 -0.65
C 3.58 3.01 0.09
C 2.43 2.19 0.09
C 1.31 2.49 -0.81
C 0.46 3.61 -0.62
C 0.43 4.32 0.60
C -0.46 5.34 0.79
C -1.33 5.72 -0.24
C -1.32 5.06 -1.44
C -0.45 3.97 -1.65
C -0.46 3.22 -2.85
C 0.27 2.07 -2.95
C 1.12 1.68 -1.91
S 1.74 -0.03 -1.92
O 0.64 -0.76 -2.60
C 3.02 0.25 -3.16
C 4.20 0.82 -2.74
C 5.22 1.04 -3.66
C 5.05 0.68 -4.99
C 6.15 0.91 -5.98
C 3.86 0.08 -5.39
C 2.84 -0.13 -4.47
H 0.72 -2.39 6.94
H 2.14 -1.38 7.19
H 2.31 -2.97 6.44
H 0.79 0.41 5.99
H 0.28 1.42 3.81
H 1.54 -2.14 1.84
H 2.01 -3.19 4.03
H 3.41 -0.19 2.31
H 5.47 1.12 2.23
H 6.59 3.24 1.70
H 6.61 5.39 0.49
H 4.78 5.97 -1.05
H 2.85 4.47 -1.31
H 1.11 4.03 1.39
H -0.51 5.86 1.73
H -2.00 6.55 -0.09
H -1.99 5.36 -2.24
H -1.12 3.52 -3.65
H 0.22 1.44 -3.82
H 4.34 1.10 -1.70
H 6.14 1.49 -3.33
H 7.04 1.29 -5.50
H 5.83 1.63 -6.74
H 6.39 -0.02 -6.50
H 3.72 -0.21 -6.42
H 1.92 -0.61 -4.76
C -1.28 -5.72 -3.18
C -1.49 -4.24 -3.15
C -1.60 -3.53 -4.35
C -1.84 -2.17 -4.29
C -1.91 -1.56 -3.05
Br -2.32 0.28 -2.94
N -1.78 -2.20 -1.89
C -1.59 -3.53 -1.97
H -1.92 -6.17 -3.93
H -1.48 -6.17 -2.21
H -0.25 -5.94 -3.46
H -1.53 -4.03 -5.30
H -1.98 -1.59 -5.19
H -1.53 -4.06 -1.03
Br -2.37 1.15 1.26
C -2.55 -0.08 2.74
C -3.00 0.41 3.94
C -3.02 -0.43 5.06
C -2.52 -1.70 4.97
C -2.04 -2.20 3.75
C -1.43 -3.47 3.68
C -0.87 -3.90 2.51
C -0.98 -3.12 1.35
C -1.65 -1.92 1.31
C -2.10 -1.41 2.56
H -3.31 1.44 4.02
H -3.38 -0.04 6.00
H -2.48 -2.33 5.85
H -1.38 -4.08 4.58
H -0.35 -4.84 2.47
H -0.47 -3.48 0.47
N -8.63 -2.38 0.71
C -8.05 -1.31 0.14
S -8.99 -0.06 -0.38
C -6.60 -1.29 -0.04
C -5.97 -0.09 -0.40
C -4.61 -0.06 -0.59
N -3.80 -1.12 -0.42
C -4.41 -2.28 -0.10
C -5.77 -2.41 0.08
H -9.63 -2.37 0.83
H -8.10 -3.09 1.18
H -6.55 0.80 -0.53
H -4.16 0.87 -0.89
H -3.76 -3.14 0.01
H -6.15 -3.40 0.31
*
```